[1]
{
  "formula": "C25H20Cl3N4O6RuS",
  "method": "ωB97M-V with the def2-TZVPD basis set",
  "e_lumo_ha": [-0.0153, -0.0193],
  "spin_multiplicity": 2,
  "fmax_ha_per_bohr": 0.0192,
  "homo_lumo_gap_ev": [7.5, 7.4],
  "de_lowest_ev": 1.636,
  "elements": ["Ru", "N", "C", "C", "C", "C", "C", "C", "S", "O", "O", "N", "C", "N", "C", "C", "C", "N", "H", "H", "H", "H", "H", "H", "H", "H", "H", "C", "O", "C", "C", "C", "C", "C", "C", "O", "C", "O", "C", "H", "H", "H", "H", "H", "H", "H", "H", "H", "Cl", "C", "C", "C", "Cl", "C", "O", "C", "Cl", "C", "H", "H"],
  "positions_angstrom": [[0.23861, -0.00074, 0.14062], [7.04171, 3.60678, 1.69134], [6.05458, 2.65180, 1.84541], [5.36758, 2.53224, 3.05728], [4.36049, 1.59906, 3.20438], [4.02505, 0.77640, 2.13618], [4.69835, 0.88323, 0.92600], [5.70502, 1.81620, 0.77960], [2.75851, -0.42014, 2.30532], [2.64343, -0.76384, 3.69134], [2.96662, -1.43840, 1.31466], [1.36813, 0.30421, 1.83507], [0.67420, 1.25429, 2.50833], [1.09792, 1.91950, 3.57764], [0.26926, 2.86176, 4.01919], [-0.94653, 3.16476, 3.42063], [-1.28765, 2.41978, 2.30387], [-0.49088, 1.46356, 1.85998], [7.44778, 3.98566, 2.52855], [7.69069, 3.47932, 0.93514], [5.63298, 3.17966, 3.88479], [3.82695, 1.49624, 4.13862], [4.42692, 0.22007, 0.11619], [6.23502, 1.90389, -0.16187], [0.60427, 3.41197, 4.89219], [-1.59079, 3.94211, 3.80165], [-2.20852, 2.58143, 1.75553], [-2.90292, 4.16746, -4.27781], [-1.68560, 3.75353, -4.88100], [-0.84975, 2.99060, -4.15430], [0.35080, 2.62967, -4.81121], [1.24822, 1.85202, -4.15269], [1.03235, 1.39729, -2.82492], [2.03643, 0.69092, -2.10638], [3.32018, 0.22694, -2.72488], [1.93846, 0.40851, -0.88414], [-0.18853, 1.75062, -2.18414], [-0.54594, 1.39241, -0.98966], [-1.11443, 2.56084, -2.87543], [-3.39928, 4.79860, -5.00855], [-2.71309, 4.73983, -3.36785], [-3.53483, 3.30788, -4.04596], [0.52595, 2.98561, -5.81608], [2.16743, 1.59506, -4.65814], [3.53335, 0.64301, -3.70248], [3.24700, -0.85944, -2.80715], [4.14024, 0.44529, -2.04255], [-2.03529, 2.79026, -2.36183], [-3.80594, -5.98171, -0.12671], [-2.86681, -4.55129, -0.43142], [-2.38565, -3.81063, 0.63007], [-1.64562, -2.68171, 0.33860], [-0.99578, -1.70259, 1.63029], [-1.34958, -2.23286, -0.94871], [-0.65815, -1.15417, -1.20787], [-1.86617, -3.03070, -1.98740], [-1.54828, -2.55422, -3.62083], [-2.60813, -4.16710, -1.73928], [-2.57704, -4.10246, 1.65274], [-2.98236, -4.75368, -2.56607]],
  "forces_ev_per_angstrom": [[-0.19, -0.23, 0.94], [-0.07, 0.08, -0.04], [0.01, -0.02, 0.02], [0.01, 0.02, -0.01], [-0.03, -0.02, -0.03], [0.07, 0.03, -0.02], [0.00, 0.03, 0.02], [-0.01, 0.00, -0.01], [-0.04, -0.02, 0.04], [0.03, 0.00, 0.02], [0.01, -0.01, 0.03], [0.28, 0.09, -0.17], [0.05, 0.08, 0.08], [-0.09, -0.02, 0.06], [0.01, -0.01, -0.03], [0.00, -0.01, 0.03], [-0.03, -0.07, 0.03], [0.04, 0.11, -0.05], [0.03, -0.02, 0.01], [0.03, -0.02, 0.01], [0.00, -0.02, 0.01], [0.00, 0.00, 0.01], [0.00, -0.01, 0.04], [0.01, -0.01, 0.00], [-0.01, 0.00, 0.00], [0.02, 0.01, 0.00], [0.01, 0.01, -0.01], [0.01, -0.02, -0.01], [-0.01, 0.05, 0.00], [0.00, -0.05, -0.02], [-0.02, 0.01, 0.00], [0.01, -0.01, 0.01], [0.00, -0.13, -0.06], [-0.09, 0.22, 0.12], [0.07, 0.08, -0.01], [0.16, -0.56, -0.25], [-0.09, -0.08, 0.05], [-0.32, 0.29, -0.20], [0.02, 0.03, -0.01], [0.00, -0.01, 0.00], [0.00, 0.01, 0.00], [0.00, 0.00, 0.01], [-0.01, -0.01, 0.00], [-0.03, -0.02, 0.00], [0.02, -0.01, 0.03], [0.02, -0.01, -0.01], [-0.02, 0.01, -0.02], [0.01, 0.02, 0.00], [0.02, 0.02, -0.01], [-0.02, -0.02, -0.01], [0.01, 0.03, 0.00], [0.04, 0.02, -0.01], [-0.08, 0.05, 0.16], [-0.05, -0.06, 0.01], [0.24, 0.18, -0.73], [0.01, 0.03, -0.05], [0.00, -0.01, 0.04], [-0.02, -0.04, -0.01], [0.01, 0.00, -0.01], [-0.01, 0.00, 0.01]]
}

[2]
{
  "formula": "C25H20Cl60FInN",
  "method": "ωB97M-V with the def2-TZVPD basis set",
  "charge": -1,
  "e_lumo_ha": 0.0426,
  "fmax_ha_per_bohr": 0.0531,
  "homo_lumo_gap_ev": 5.6,
  "elements": ["C", "C", "C", "C", "C", "In", "F", "C", "C", "C", "N", "C", "C", "H", "H", "H", "H", "H", "H", "H", "H", "H", "H", "H", "H", "H", "H", "H", "H", "H", "H", "H", "H", "C", "Cl", "Cl", "Cl", "Cl", "C", "Cl", "Cl", "Cl", "Cl", "C", "Cl", "Cl", "Cl", "Cl", "C", "Cl", "Cl", "Cl", "Cl", "C", "Cl", "Cl", "Cl", "Cl", "C", "Cl", "Cl", "Cl", "Cl", "C", "Cl", "Cl", "Cl", "Cl", "C", "Cl", "Cl", "Cl", "Cl", "C", "Cl", "Cl", "Cl", "Cl", "C", "Cl", "Cl", "Cl", "Cl", "C", "Cl", "Cl", "Cl", "Cl", "C", "Cl", "Cl", "Cl", "Cl", "C", "Cl", "Cl", "Cl", "Cl", "C", "Cl", "Cl", "Cl", "Cl", "C", "Cl", "Cl", "Cl", "Cl"],
  "positions_angstrom": [[-0.98066, -2.83033, 1.27351], [-0.78719, -2.62237, 0.07901], [-0.69482, -2.45292, -1.46393], [-1.05770, -1.00109, -2.01330], [-1.47243, 0.06763, -0.90929], [0.31588, 1.08397, 0.09993], [1.25541, 2.43053, -1.19058], [-0.61085, 2.36425, 1.75797], [0.10251, 2.03465, 3.14413], [-0.22814, 3.11264, 4.27092], [1.61622, -0.28311, 1.08807], [2.84477, -0.60396, 0.33686], [2.73978, -0.45494, -1.24052], [-0.86926, -2.70207, 2.37953], [0.37005, -2.74330, -1.74817], [-1.40630, -3.20262, -1.92939], [-1.96733, -1.13644, -2.69260], [-0.26074, -0.53890, -2.67115], [-2.01043, 0.90683, -1.46913], [-2.20067, -0.31328, -0.13436], [-0.53124, 3.45427, 1.46048], [-1.72476, 2.14674, 1.87021], [-0.30348, 1.02467, 3.47247], [1.20565, 1.91859, 2.92671], [-0.71469, 2.60881, 5.17156], [0.74052, 3.56905, 4.66391], [-0.92537, 3.92432, 3.89492], [1.14277, -1.11487, 1.44101], [3.06145, -1.71011, 0.53584], [3.76800, -0.04836, 0.69334], [3.54275, -1.14160, -1.68259], [3.01708, 0.58275, -1.62028], [1.76257, -0.82772, -1.67783], [-2.01355, -6.33949, 2.85104], [-1.07802, -7.85212, 2.83551], [-1.28726, -5.16940, 1.72490], [-3.68671, -6.67492, 2.36038], [-2.00274, -5.65574, 4.48872], [-0.74269, -0.77928, 6.39501], [-0.88904, -1.25087, 4.69309], [-2.02385, 0.37792, 6.79833], [-0.89971, -2.22025, 7.41946], [0.84025, -0.02706, 6.66695], [4.34425, -2.37971, -5.12614], [4.41676, -1.51569, -6.67720], [2.72829, -2.19617, -4.42451], [4.68112, -4.10279, -5.39506], [5.55331, -1.70689, -4.01770], [2.75229, -2.54465, -10.66824], [1.69602, -3.97025, -10.66060], [4.10998, -2.82055, -11.78158], [1.82732, -1.12626, -11.20013], [3.37848, -2.26291, -9.03120], [7.70723, 0.70685, -1.34457], [9.34915, 1.24753, -0.94010], [7.76293, -0.97257, -1.92332], [6.67940, 0.80761, 0.09890], [7.03840, 1.74533, -2.61701], [5.78813, -3.96682, -0.11983], [4.30827, -4.58530, 0.63856], [5.84108, -4.48199, -1.81766], [5.80057, -2.19725, -0.03918], [7.20533, -4.60786, 0.73739], [-2.46282, 5.00863, -0.76817], [-1.97768, 6.04928, 0.58688], [-3.80394, 3.96226, -0.25872], [-2.99024, 6.02227, -2.13136], [-1.09145, 4.01045, -1.26804], [-4.61627, -3.90108, 8.81227], [-6.07505, -4.65583, 8.14117], [-4.27366, -4.59382, 10.40997], [-3.24423, -4.20045, 7.73138], [-4.87330, -2.15277, 8.96832], [5.47256, 2.24193, 3.77810], [5.29554, 0.87018, 2.66985], [4.99140, 1.74697, 5.41295], [7.16713, 2.77426, 3.79538], [4.43885, 3.57488, 3.23540], [-4.51421, 3.57749, 7.21687], [-5.50464, 4.76561, 8.08839], [-5.25447, 3.22856, 5.64522], [-2.88581, 4.23195, 6.96997], [-4.41287, 2.08117, 8.16688], [-4.77079, 6.31527, -6.11217], [-4.28490, 7.35366, -4.75972], [-6.10789, 5.26766, -5.60196], [-5.29681, 7.32514, -7.47437], [-3.39488, 5.31610, -6.61335], [-8.60302, 1.56255, 3.92506], [-10.06078, 0.80535, 3.25387], [-8.27694, 0.89151, 5.53596], [-7.22342, 1.23812, 2.85744], [-8.85408, 3.31726, 4.05276], [1.87078, 0.08739, -15.35007], [2.93578, -1.08539, -14.55467], [0.30891, 0.13178, -14.51019], [2.61699, 1.69590, -15.29599], [1.61964, -0.39127, -17.04050], [8.20388, -8.27238, -1.47305], [9.84651, -7.73944, -1.06539], [8.25400, -9.94698, -2.05974], [7.17781, -8.18302, -0.03006], [7.53892, -7.22264, -2.73745], [-10.16154, 7.58259, 4.36171], [-11.40655, 8.09763, 5.51658], [-10.78729, 7.73751, 2.70933], [-8.72353, 8.60354, 4.54780], [-9.72996, 5.89007, 4.67398]],
  "forces_ev_per_angstrom": [[1.31, 2.33, -0.55], [-0.52, -0.06, -0.35], [0.43, -0.29, 0.87], [-1.51, 0.44, 0.12], [0.21, 0.42, -0.95], [-1.52, 0.26, 0.90], [-0.21, -0.49, 0.24], [-0.13, -0.05, 0.38], [-0.84, 0.28, -0.73], [0.51, -0.42, 0.51], [0.88, 0.68, -0.64], [-0.54, -1.64, -0.13], [1.46, -0.40, -0.35], [-0.39, -0.30, -1.89], [-1.34, 0.28, 0.32], [0.94, 0.74, 0.60], [1.19, -0.03, 0.63], [-0.63, -0.83, 0.81], [0.62, -0.97, 0.71], [0.82, 0.14, -0.86], [0.09, -1.06, 0.58], [1.19, 0.26, -0.24], [0.79, 1.23, -0.39], [-1.11, 0.15, 0.67], [0.48, 0.69, -1.07], [-1.26, -0.30, -0.50], [0.89, -0.93, 0.39], [0.35, 0.29, -0.43], [-0.01, 1.30, -0.28], [-1.02, -0.32, -0.38], [-0.93, 0.81, 0.42], [-0.83, -1.15, 0.57], [0.95, 0.64, 0.71], [0.21, -0.15, -0.29], [-0.12, 0.05, 0.08], [-0.60, -1.44, 0.65], [0.16, 0.01, 0.09], [-0.02, -0.06, -0.14], [0.15, 0.07, -0.16], [-0.03, -0.01, 0.30], [0.19, -0.24, -0.03], [0.25, 0.38, -0.10], [-0.21, -0.08, -0.07], [-0.09, 0.08, 0.31], [0.43, 0.21, 1.03], [0.26, -0.04, -0.17], [-0.01, 0.15, -0.03], [-0.28, -0.08, -0.33], [-0.06, 0.08, 0.06], [0.14, 0.17, -0.02], [-0.12, 0.00, 0.11], [0.10, -0.20, 0.11], [-0.50, -0.37, -1.11], [-0.13, -0.01, -0.08], [-0.16, -0.07, -0.03], [0.64, 0.61, -0.28], [0.46, 0.18, -0.56], [0.08, -0.16, 0.16], [-0.17, 0.22, 0.09], [0.19, 0.02, -0.11], [-0.09, 0.15, 0.25], [-0.37, -0.86, 0.44], [-0.10, 0.07, -0.10], [0.36, -0.34, -0.08], [-0.11, -0.05, -0.12], [0.08, 0.15, -0.04], [-0.01, -0.11, 0.18], [-0.22, 0.31, 0.08], [0.03, -0.03, -0.08], [0.16, 0.09, 0.09], [-0.04, 0.08, -0.16], [-0.50, -0.19, 0.22], [0.05, -0.21, -0.03], [-0.13, 0.05, -0.10], [-0.26, 0.15, 0.62], [0.07, 0.04, -0.17], [-0.13, -0.05, 0.01], [0.15, -0.23, 0.07], [0.08, 0.09, -0.16], [0.07, -0.14, -0.07], [0.10, 0.03, 0.20], [-0.24, -0.14, 0.04], [-0.11, 0.20, -0.02], [0.07, -0.08, 0.06], [-0.14, -0.02, -0.30], [0.16, 0.14, -0.06], [0.04, -0.09, 0.13], [-0.19, 0.14, 0.08], [0.13, -0.11, 0.01], [0.15, 0.11, 0.08], [-0.06, 0.10, -0.22], [-0.22, 0.09, 0.21], [0.24, -0.79, -0.23], [0.06, -0.04, 0.03], [-0.15, 0.19, -0.19], [0.19, 0.00, -0.10], [-0.10, -0.19, -0.01], [0.01, 0.06, 0.18], [-0.08, 0.05, 0.00], [-0.19, -0.06, -0.04], [0.01, 0.17, 0.06], [0.13, -0.04, -0.21], [0.20, -0.28, 0.13], [0.07, 0.05, -0.02], [0.14, -0.07, -0.13], [0.07, -0.03, 0.21], [-0.19, -0.14, -0.02], [-0.29, 0.78, 0.14]]
}

[3]
{
  "formula": "C25H20ClGeO2SeTi",
  "method": "ωB97M-V with the def2-TZVPD basis set",
  "charge": 2,
  "e_lumo_ha": [-0.2929, -0.2941],
  "spin_multiplicity": 2,
  "fmax_ha_per_bohr": 0.1141,
  "homo_lumo_gap_ev": [6.1, 6.1],
  "de_lowest_ev": 0.506,
  "elements": ["Ti", "Cl", "C", "C", "C", "C", "O", "C", "C", "O", "C", "H", "H", "H", "H", "Ge", "C", "C", "C", "C", "C", "C", "C", "C", "C", "C", "C", "C", "H", "H", "H", "H", "H", "H", "H", "H", "H", "H", "H", "Se", "C", "C", "C", "C", "C", "C", "H", "H", "H", "H", "H"],
  "positions_angstrom": [[-1.46537, 0.99508, 0.75139], [4.88170, -1.05293, 3.16480], [3.52654, -0.41707, 2.33413], [3.60582, -0.15633, 0.96087], [2.52756, 0.38656, 0.27715], [1.34592, 0.63345, 0.94240], [0.30716, 1.24818, 0.28275], [1.23111, 0.33979, 2.33039], [0.02368, 0.53716, 3.03706], [-1.07784, 0.81218, 2.45651], [2.35679, -0.16513, 3.01285], [4.52447, -0.37998, 0.43462], [2.60380, 0.61794, -0.77731], [0.00236, 0.43814, 4.12178], [2.28575, -0.37960, 4.07227], [0.30785, 3.28413, 0.25667], [-1.68475, 3.21047, 0.11025], [-2.46278, 3.80437, 1.11676], [-3.82545, 3.98844, 0.92998], [-4.42852, 3.56881, -0.24785], [-3.68402, 2.92309, -1.22907], [-2.32009, 2.74031, -1.06036], [1.46683, 3.60181, -1.26712], [1.25045, 2.81612, -2.40089], [2.01496, 3.04028, -3.53337], [2.98017, 4.04048, -3.52996], [3.19472, 4.81108, -2.39546], [2.43316, 4.60294, -1.25529], [0.68369, 3.54942, 1.72408], [-1.99041, 4.17596, 2.01933], [-4.40991, 4.48223, 1.69512], [-5.48224, 3.75322, -0.40956], [-4.16256, 2.59222, -2.14089], [-1.73641, 2.32330, -1.87438], [0.51652, 2.01854, -2.39284], [1.84954, 2.43616, -4.41540], [3.57054, 4.22648, -4.41706], [3.95803, 5.57730, -2.40121], [2.59162, 5.21474, -0.37589], [-1.50810, -1.13123, -0.37641], [-3.32974, -0.50804, -0.24316], [-4.22406, -0.61204, -1.30575], [-5.51218, -0.12317, -1.16657], [-5.90391, 0.53125, -0.00060], [-5.02052, 0.64702, 1.05593], [-3.73605, 0.10733, 0.95595], [-3.91688, -1.10680, -2.21747], [-6.22250, -0.26500, -1.97088], [-6.91054, 0.91550, 0.09861], [-5.33431, 1.10675, 1.98463], [-3.17293, -0.06391, 1.87885]],
  "forces_ev_per_angstrom": [[-4.34, -1.04, -3.80], [0.03, -0.01, -0.01], [0.01, -0.01, -0.02], [-0.09, -0.04, 0.20], [-0.06, 0.04, -0.14], [0.19, 0.05, 0.02], [2.90, 1.10, 0.08], [0.00, 0.08, -0.27], [0.08, -0.17, -0.14], [1.50, -0.17, 4.35], [-0.06, -0.03, 0.14], [0.01, 0.03, 0.00], [-0.01, 0.00, 0.01], [-0.02, -0.02, 0.03], [0.02, -0.01, -0.01], [-0.13, -0.37, -0.66], [0.82, 0.62, -0.28], [0.06, 0.01, -0.02], [-0.04, 0.02, 0.03], [0.06, 0.00, 0.02], [-0.03, -0.02, -0.03], [0.10, 0.35, -0.05], [-0.64, -0.08, 0.64], [0.10, 0.04, 0.02], [-0.07, -0.07, -0.02], [0.01, 0.04, 0.03], [0.06, 0.04, -0.02], [-0.03, -0.01, 0.04], [0.06, 0.13, -0.22], [-0.03, -0.02, 0.03], [0.00, 0.00, -0.01], [-0.01, -0.03, 0.02], [0.02, -0.01, 0.00], [-0.01, -0.09, 0.01], [-0.01, 0.00, -0.07], [0.05, 0.02, -0.02], [0.00, -0.04, -0.01], [-0.02, 0.02, 0.01], [0.04, 0.01, -0.01], [-0.35, -0.04, -0.08], [0.29, -0.16, 0.50], [-0.04, 0.15, -0.14], [0.12, -0.07, -0.06], [-0.01, 0.09, 0.17], [-0.06, 0.02, 0.04], [-0.36, -0.38, -0.13], [-0.01, 0.01, -0.01], [0.01, 0.04, -0.01], [-0.01, -0.03, -0.03], [-0.03, -0.04, 0.00], [-0.09, 0.09, -0.12]]
}